[1]
35
Properties=species:S:1:pos:R:3:forces:R:3 method="wB97M-V/def2-TZVPD" e_tot_ha=-898.6317 e_homo_ha=-0.2093 fmax_ev_per_a=4.22
O -1.73431 -1.35459 0.40478 0.071 0.091 0.177
C -2.83496 -1.22622 1.27842 -0.474 -0.324 0.086
C -3.35600 0.19131 1.38526 0.200 0.274 0.110
O -3.71478 0.65535 0.11009 -0.011 -0.342 -0.047
C -3.88559 2.04751 0.05322 -0.014 0.433 0.083
H -2.57984 -1.59235 2.28735 -0.125 0.075 -0.226
H -3.62587 -1.87380 0.87621 0.096 0.161 0.094
H -2.58919 0.85450 1.82859 -0.076 -0.153 -0.107
H -4.22761 0.19422 2.06636 0.151 0.014 -0.083
H -4.19240 2.30514 -0.96745 0.109 -0.083 0.286
H -4.66319 2.38405 0.76028 0.095 -0.048 -0.155
H -2.94666 2.57714 0.29476 -0.212 -0.150 -0.119
O 0.11127 0.10637 -0.72179 -0.308 -3.460 -2.400
C 0.56550 -0.63685 0.33851 2.106 -1.542 -2.346
C -0.48916 -1.47303 1.03181 0.306 -0.774 0.350
O 1.54349 -1.64365 -0.45756 -0.511 1.247 2.843
C 2.90104 -1.25254 -0.52171 -0.083 0.072 0.615
C 3.18955 0.03361 -1.27613 0.231 -0.023 -0.443
O 2.74220 1.21720 -0.62758 1.338 -0.955 0.508
C 3.63225 1.73567 0.34648 0.235 0.101 0.127
Cd 0.78755 2.18718 -1.07817 -1.228 2.739 -0.680
H 1.11404 0.00207 1.04713 0.214 -0.291 -0.353
H -0.50370 -1.18270 2.09598 -0.240 0.064 -0.283
H -0.15616 -2.52474 1.00293 -0.037 0.219 0.033
H 3.43150 -2.07049 -1.02890 -0.108 0.144 0.120
H 3.29706 -1.16927 0.50291 0.166 -0.076 -0.177
H 2.69239 0.01765 -2.25471 0.115 0.038 0.205
H 4.27318 0.10811 -1.45590 -0.154 -0.045 0.019
H 3.10107 2.54201 0.86807 0.148 -0.191 -0.164
H 3.92410 0.96312 1.07283 -0.033 0.188 -0.136
H 4.52797 2.14469 -0.14563 -0.160 -0.109 0.187
C 0.05550 -0.95359 -2.03443 -3.512 2.248 0.241
H -0.83824 -0.51628 -2.50221 0.101 0.283 0.229
H 0.78343 -0.86554 -2.85079 0.612 -0.184 1.278
H -0.33542 -1.93124 -1.72904 0.989 0.357 0.131

---

[2]
39
Properties=species:S:1:pos:R:3:forces:R:3 method="wB97M-V/def2-TZVPD" e_tot_ha=-1789.1142 charge=+3 e_homo_ha="-0.6612 / -0.6555" fmax_ev_per_a=3.73
Os 1.03276 0.17558 -0.01576 -3.627 0.825 0.282
N -0.26827 1.90178 0.46865 0.756 -0.566 0.117
C -1.52686 1.55600 1.18669 -0.301 0.206 -0.052
C -1.99064 0.28020 0.56478 -0.165 0.027 -0.025
N -0.92084 -0.72662 0.73680 1.041 -0.036 0.049
C -1.20319 -1.92570 -0.10013 -0.099 -0.230 -0.242
C 0.03746 -2.76935 -0.22227 -0.157 -0.027 0.040
N 1.15007 -1.86661 -0.65840 0.804 0.054 -0.495
C -0.72150 -1.11865 2.17771 -0.276 0.118 0.231
C 0.40119 -0.35724 2.84062 -0.080 -0.147 0.136
N 1.57713 -0.43522 1.94069 0.371 0.190 -0.007
H 0.18918 2.69390 0.91412 -0.032 0.086 0.065
H -0.53414 2.18746 -0.47695 -0.140 0.270 -0.340
H -2.28302 2.33345 1.06839 0.143 0.137 -0.169
H -1.33706 1.47571 2.25008 -0.022 0.019 0.036
H -2.14329 0.42927 -0.50552 -0.030 -0.011 -0.057
H -2.94083 -0.05975 0.98409 0.090 -0.147 0.083
H -1.51406 -1.58090 -1.08836 0.003 0.062 0.013
H -2.03370 -2.50604 0.31063 -0.013 0.088 0.112
H -0.12370 -3.55684 -0.95755 0.111 -0.015 -0.043
H 0.31815 -3.26227 0.70570 0.058 0.051 0.026
H 1.13473 -1.80186 -1.67806 -0.002 -0.028 -0.095
H 2.04812 -2.30697 -0.44961 0.027 -0.072 -0.010
H -0.50377 -2.18370 2.21549 -0.019 -0.005 0.009
H -1.64329 -0.96911 2.74387 -0.094 -0.032 -0.145
H 0.61123 -0.79461 3.81807 0.107 -0.047 -0.026
H 0.18326 0.69139 3.00664 0.009 0.030 0.022
H 1.90752 -1.39982 1.93744 0.121 -0.023 -0.012
H 2.34348 0.09389 2.35270 0.081 0.032 0.014
N 3.05595 2.60600 0.06991 -0.201 -0.004 0.126
C 2.32100 1.72512 0.04060 0.631 -0.613 -0.418
H 3.71292 3.37581 0.10139 0.049 0.042 -0.029
Cl -1.20391 0.16337 -5.02200 -0.412 -0.299 -0.331
C 0.10702 1.10180 -4.49560 0.216 -0.389 1.369
Cl 0.23553 2.67467 -5.07699 0.024 0.495 -0.225
C -0.15618 1.20677 -2.68083 -1.079 0.849 -2.625
O -1.06162 1.90601 -2.37184 -0.013 0.303 1.090
O 0.69123 0.48179 -2.12063 2.131 -1.195 1.565
H 1.05194 0.56131 -4.51454 -0.013 0.003 -0.040

---

[3]
32
Properties=species:S:1:pos:R:3:forces:R:3 method="wB97M-V/def2-TZVPD" smiles="CCCN[C@@H](CC)C(=O)N(C)C" e_tot_ha=-539.6608 e_homo_ha=-0.3168 fmax_ev_per_a=2.17
C 0.31647 -3.74492 -0.82861 -0.507 0.887 0.239
C 1.14055 -2.43928 -0.77603 0.175 -0.622 -0.324
C 0.64954 -1.35135 -1.72782 -0.314 0.872 1.514
N 1.21807 -0.01768 -1.39424 -0.100 -0.267 0.439
C 0.74130 0.72251 -0.17733 0.116 -0.477 -0.983
C 1.58988 1.99859 -0.02918 -0.160 -0.368 0.739
C 1.65613 2.46602 1.42825 0.913 0.240 -0.134
C -0.76151 1.14674 -0.31369 -0.420 0.154 -2.121
O -1.02103 1.72138 -1.37980 -0.131 -0.092 0.982
N -1.75427 0.83324 0.56482 0.719 -0.927 -0.018
C -1.41654 0.12841 1.77775 -0.226 1.400 1.299
C -3.12134 1.28773 0.38573 0.048 0.400 -0.536
H 0.72424 -4.48521 -0.14847 0.061 -0.069 0.188
H 0.34610 -4.19615 -1.82804 -0.290 0.224 0.139
H -0.73157 -3.51720 -0.50112 0.718 -0.424 -0.508
H 2.16111 -2.68364 -1.05397 0.319 0.039 -0.006
H 1.21068 -2.07544 0.24609 -0.232 0.118 0.157
H -0.44301 -1.32412 -1.69750 -0.297 -0.019 -0.079
H 0.93606 -1.61176 -2.72870 0.178 0.054 -0.575
H 1.17129 0.57187 -2.21741 -0.208 0.180 0.296
H 0.92967 0.09251 0.68565 -0.028 -0.187 0.065
H 2.59857 1.83767 -0.41951 -0.157 -0.281 0.126
H 1.14873 2.77497 -0.61801 -0.278 0.483 -0.566
H 0.72182 2.86563 1.81199 -0.190 0.130 -0.107
H 1.94608 1.64437 2.08434 0.082 -0.046 0.037
H 2.44417 3.24269 1.51635 -0.573 -0.301 0.107
H -2.32294 -0.16804 2.32886 0.336 0.365 -0.223
H -0.88151 -0.76143 1.59246 0.725 -1.059 -0.321
H -0.78557 0.80263 2.40956 -0.525 -0.720 -0.041
H -3.83443 0.69754 0.97229 0.460 0.111 0.094
H -3.44355 1.20640 -0.66125 0.353 0.177 0.240
H -3.13316 2.33533 0.69653 -0.570 0.026 -0.117

---

[4]
34
Properties=species:S:1:pos:R:3:forces:R:3 method="wB97M-V/def2-TZVPD" e_tot_ha=-904.4433 e_homo_ha=-0.3099 fmax_ev_per_a=4.46
C -0.85666 -0.61571 -3.16990 1.977 -2.952 1.107
C -0.02188 -1.45120 -2.12220 0.239 0.680 -1.488
C -0.85957 -1.23242 1.92141 -3.335 1.224 -1.029
C 3.38407 -0.24482 0.79856 0.687 1.488 0.754
C -0.19674 3.39969 -0.10307 -0.324 -1.472 4.202
C -3.62081 0.77525 -1.08861 -0.012 0.596 0.329
C 0.21354 -0.30362 1.49546 0.804 0.821 -2.428
C 2.23905 -0.20139 -0.22615 -0.652 -0.511 3.321
C 0.89550 -0.87800 0.18160 0.640 -2.483 0.507
N -1.28367 0.50912 -2.86807 -0.838 1.207 -1.788
N -0.02407 -0.68284 -0.93824 -1.617 2.329 0.684
O -0.07655 2.19105 -0.74373 0.984 -1.524 -2.312
O -2.40491 1.25233 -0.53328 0.289 -0.688 0.344
Si -0.96299 0.92302 -1.25946 1.273 -1.274 2.383
H -0.91297 -1.24179 -4.07488 -0.659 1.002 -0.405
H -0.51799 -2.44279 -2.06102 0.399 0.205 0.102
H 1.00164 -1.55940 -2.63429 -1.061 -0.148 0.724
H -1.68510 -1.19673 1.07887 1.416 -0.327 1.777
H -0.47199 -2.18942 1.96012 0.689 -2.230 -0.019
H -1.35894 -1.08608 2.90119 0.365 0.493 -0.582
H 3.68196 -1.28388 1.01374 -0.162 0.373 0.106
H 4.31376 0.28432 0.38160 -1.296 -0.748 0.505
H 3.14091 0.31546 1.77619 0.313 -1.041 -1.389
H 0.71223 3.43101 0.66878 -2.222 0.115 -1.122
H -1.23698 3.32526 0.36619 1.520 0.886 0.102
H -0.11550 4.28259 -0.64909 0.097 1.154 -1.679
H -4.45704 0.86256 -0.39388 0.291 0.072 0.166
H -3.58299 -0.21547 -1.47729 0.275 -1.111 0.071
H -3.78314 1.38159 -1.93842 -0.767 0.753 -0.992
H 0.95984 -0.11624 2.24658 0.305 0.142 0.343
H -0.19057 0.65484 1.09901 0.191 -0.237 1.025
H 1.85945 0.75823 -0.39521 0.191 1.975 -0.303
H 2.66211 -0.53845 -1.10390 0.293 -1.137 -2.202
H 1.05290 -2.05577 0.41734 -0.292 2.367 -0.811

---

[5]
33
Properties=species:S:1:pos:R:3:forces:R:3 method="wB97M-V/def2-TZVPD" smiles="C=CN(N)[C@H](O)/C(C)=C(/[NH3+])C(C)C" e_tot_ha=-594.0168 charge=+1 e_homo_ha=-0.4159 fmax_ev_per_a=6.08
C -2.55763 -2.35350 -0.11596 -1.050 -1.004 0.579
C -2.34659 -1.25328 0.60831 0.058 -1.354 -1.583
N -1.86654 -0.08061 0.05430 -0.144 0.775 1.635
N -2.28916 0.32718 -1.22807 1.528 -0.622 0.228
C -1.49318 0.95472 1.03415 0.789 -1.439 -0.665
O -2.48704 1.85792 1.42699 -0.809 0.933 -3.314
C -0.22134 1.53120 0.45169 4.473 -3.498 -2.161
C -0.23037 2.95926 0.02066 3.278 -0.523 4.141
C 0.89243 0.58922 0.12938 -4.008 3.067 2.566
N 1.96493 1.13133 -0.70813 2.707 -0.339 2.987
C 1.16386 -0.88881 0.50429 -2.024 1.287 0.174
C 2.52476 -1.08055 1.10450 0.169 -3.587 -1.903
C 1.02176 -1.84741 -0.69498 -0.388 3.699 -1.708
H -2.97074 -3.32917 0.20134 0.409 0.976 0.610
H -2.49982 -2.36991 -1.17030 0.322 0.396 -1.126
H -2.43880 -1.24699 1.65271 -0.159 -0.044 1.328
H -1.86969 -0.37880 -1.87133 -0.826 0.969 0.330
H -3.28422 0.22644 -1.20155 -0.798 -0.191 -0.681
H -1.14037 0.38185 1.90963 -0.701 0.372 0.019
H -2.89730 2.23284 0.52394 1.187 -1.078 2.974
H 0.81113 3.38676 0.00530 -1.049 -0.222 -0.268
H -0.73776 3.44696 0.84816 -0.186 0.531 -0.159
H -0.71987 3.10356 -0.83925 -1.867 0.634 -3.374
H 2.82289 0.54265 -0.51123 -1.125 0.022 -0.915
H 2.37914 2.03952 -0.40645 -1.329 0.014 -1.173
H 1.51262 0.93570 -1.55747 0.578 0.830 -2.504
H 0.36058 -0.92621 1.24601 0.134 -1.206 0.021
H 3.14223 -1.17747 0.18423 0.561 0.340 0.730
H 2.61779 -2.19013 1.48886 -0.131 2.483 -0.049
H 2.84477 -0.28664 1.69388 0.715 0.902 1.640
H 0.74583 -2.81594 -0.53494 -1.417 -2.404 0.987
H 1.98190 -1.99005 -1.16939 0.521 0.361 -0.304
H 0.35378 -1.34234 -1.47362 0.584 -1.081 0.938

---

[6]
41
Properties=species:S:1:pos:R:3:forces:R:3 method="wB97M-V/def2-TZVPD" s2=0.80 spin_multiplicity=2 e_tot_ha=-1419.3635 charge=+2 e_homo_ha="-0.5266 / -0.5269" fmax_ev_per_a=0.61
Re 0.39733 0.47323 -0.02261 -0.547 -0.012 -0.261
N 4.20097 2.10589 -0.39701 0.031 0.055 0.011
C 2.91456 1.89955 -0.23997 0.000 -0.259 0.083
O 2.49623 0.75452 0.13063 0.241 0.310 -0.052
C 1.90697 2.97560 -0.45511 0.015 0.164 -0.116
C 0.60157 2.31972 -0.91319 0.136 -0.153 0.047
H 4.86175 1.36258 -0.21907 0.002 0.001 0.002
H 4.55294 3.00357 -0.69058 0.023 -0.008 0.004
H 2.26948 3.75190 -1.13094 0.016 -0.028 -0.006
H 1.77056 3.45004 0.52268 -0.031 0.039 -0.019
H 0.60112 2.11896 -1.98830 -0.039 0.146 -0.049
H -0.27509 2.93303 -0.69896 -0.011 0.057 -0.030
C -2.05188 -1.49883 -2.86994 -0.002 -0.090 0.162
N -2.24073 -2.09624 -1.55409 -0.037 0.020 -0.196
C -2.50624 -3.53990 -1.40628 0.025 0.115 0.010
C -2.71865 -3.70763 0.11079 0.026 0.126 -0.015
N -2.38535 -2.36094 0.60745 0.084 -0.087 0.024
C -2.18049 -1.50203 -0.38470 -0.022 0.040 0.064
S -1.95983 0.22265 -0.15435 -0.120 -0.032 -0.137
H -2.83911 -1.85548 -3.53099 -0.011 0.005 -0.012
H -1.08163 -1.78696 -3.27286 -0.009 -0.018 -0.026
H -2.11088 -0.41836 -2.78911 0.012 0.016 0.015
H -1.65402 -4.10765 -1.77792 0.028 -0.006 0.001
H -3.38310 -3.80684 -1.99211 -0.022 -0.031 0.001
H -2.05705 -4.45339 0.54134 0.016 -0.013 0.030
H -3.74689 -3.95938 0.36006 -0.030 0.012 0.011
H -2.51377 -2.05308 1.55601 -0.051 -0.018 0.009
N -1.20448 2.16925 4.81487 0.119 -0.266 -0.139
N -0.35373 1.80584 3.81396 0.031 0.134 0.443
N 0.93876 1.60579 4.04914 -0.189 0.011 -0.251
C 1.35479 1.20803 2.86481 0.033 0.094 0.090
N 0.34279 1.17604 1.97461 0.046 -0.366 0.320
N -0.76893 1.55474 2.63295 0.233 -0.116 -0.388
H -0.69089 2.64143 5.54865 -0.069 0.101 -0.018
H -2.00989 2.65216 4.43713 0.023 0.105 0.098
H 2.37245 0.93900 2.63674 -0.033 -0.018 0.027
C 1.90060 -1.21654 -2.05289 -0.337 0.102 0.075
O 0.72571 -0.72437 -1.37052 0.381 -0.144 0.178
H 1.91670 -2.29705 -1.94698 0.018 -0.049 0.003
H 2.80754 -0.78635 -1.64061 0.021 0.041 0.062
H 1.79984 -0.95251 -3.10271 0.002 0.020 -0.056

---

[7]
40
Properties=species:S:1:pos:R:3:forces:R:3 method="wB97M-V/def2-TZVPD" smiles="CCOS(C)(=O)=O.CCOS(C)(=O)=O.O=C1OCCO1" e_tot_ha=-1828.2677 e_homo_ha=-0.3921 fmax_ev_per_a=6.81
C 1.75458 0.60637 -0.02970 0.238 -0.627 3.263
C 3.06458 -0.25663 0.05630 -2.286 -1.208 0.725
O 4.02258 0.68737 0.56830 2.335 -0.398 0.120
S 5.65258 0.24337 0.54930 -2.694 -2.427 0.948
C 6.44758 1.41437 1.59130 -2.351 4.061 -4.015
O 5.74158 -1.02663 1.29130 0.011 1.917 -1.522
O 6.08158 0.35737 -0.81370 0.248 -0.002 0.625
H 0.91358 0.04637 -0.39670 -0.113 -0.421 -0.447
H 2.09758 1.32437 -0.73970 -0.629 1.345 -0.111
H 1.34258 0.98637 1.07630 1.561 -0.525 -3.003
H 2.91458 -1.19063 0.72930 0.653 1.670 -0.956
H 3.21158 -0.60563 -0.99370 0.692 0.321 0.824
H 6.63558 2.40937 0.98830 -0.592 -1.939 1.303
H 7.31958 0.97437 1.72530 4.302 -2.030 0.586
H 6.02158 1.57037 2.51830 -1.399 0.246 1.659
C -1.96742 -1.60563 -4.16270 0.290 3.483 4.859
C -2.19042 -1.34863 -2.54270 5.051 1.613 -3.697
O -1.64742 -2.42663 -1.92470 0.964 -3.107 4.064
S -1.21842 -2.34863 -0.28470 5.718 -1.531 -2.244
C -2.18842 -3.46163 0.59730 0.962 -1.323 2.331
O 0.20158 -2.86763 -0.30270 -4.329 1.183 0.175
O -1.44442 -1.04863 0.20230 -0.670 2.011 0.375
H -2.57842 -2.26363 -4.56770 -2.618 -3.908 -1.300
H -0.98542 -1.67763 -4.52470 1.377 -0.078 0.068
H -2.43042 -0.72363 -4.46970 -0.236 1.990 -1.200
H -1.60842 -0.43563 -2.20770 -0.461 -0.683 -0.846
H -3.12442 -1.14563 -2.27270 -4.360 0.389 0.685
H -3.21242 -3.25263 0.57430 -1.500 0.690 -0.100
H -1.86142 -3.71063 1.70930 -0.216 1.140 -2.477
H -2.01442 -4.32963 0.04130 0.013 -1.813 -0.662
O -5.52842 4.03237 0.64230 -4.764 3.095 -2.318
C -4.69542 3.38537 1.04630 5.425 -3.398 2.327
O -4.27142 2.19037 0.61530 0.644 -2.104 -0.482
C -3.04042 1.71037 1.33330 -0.722 -2.517 -3.960
C -2.88542 2.75337 2.33630 -5.206 -2.590 1.824
O -3.87842 3.74237 2.05630 1.420 0.963 1.308
H -3.20942 0.68537 1.81330 -0.198 1.396 -0.965
H -2.24242 1.48937 0.53230 -1.098 0.896 1.161
H -1.94942 3.03937 2.46730 3.917 2.143 0.677
H -3.25042 2.07737 3.17230 0.620 2.075 0.401

---

[8]
42
Properties=species:S:1:pos:R:3:forces:R:3 method="wB97M-V/def2-TZVPD" e_tot_ha=-2576.6197 charge=+2 e_homo_ha=-0.6359 fmax_ev_per_a=4.53
C 0.27609 -0.04207 -3.73274 -0.348 -0.147 -0.320
I -1.68916 -0.42023 -2.80216 1.171 0.256 -0.975
H 1.04325 -0.00130 -2.94720 -0.326 -0.066 -0.292
H 0.18045 0.91098 -4.26885 0.017 -0.437 0.209
H 0.42383 -0.88962 -4.41420 0.032 0.405 0.260
Al -0.16372 -0.05221 -0.36675 -0.173 0.082 1.700
P 0.34199 2.29461 -0.57562 0.063 1.506 0.539
C -1.22396 3.21074 -0.73318 -0.097 -0.554 -0.257
C 1.00283 2.96083 0.99380 0.209 -0.535 0.173
H 1.23032 4.03008 0.86780 -0.119 -0.339 -0.118
H 1.40567 4.08719 -1.79040 -0.055 -0.303 0.062
H 1.92186 2.41868 1.25252 -0.178 0.237 0.038
H 2.48744 2.67195 -1.60609 -0.200 0.103 -0.096
H -1.82808 3.02163 0.16058 0.063 0.114 -0.135
H 0.27518 2.82966 1.80595 0.200 0.043 -0.309
C 1.46021 2.99102 -1.82371 0.093 -0.520 -0.327
H -0.99568 4.27885 -0.82389 -0.050 -0.214 0.043
H 1.18035 2.63942 -2.82280 0.129 0.208 0.129
H -1.76012 2.86306 -1.62089 -0.071 0.233 0.066
P 0.37820 -2.38352 -0.22630 0.236 -1.366 0.724
C -1.17169 -3.33401 -0.24552 -0.146 0.484 -0.288
C 1.49250 -3.20926 -1.39505 0.049 0.463 -0.352
H 1.98850 -2.23343 1.57207 -0.201 -0.251 0.066
H 1.30311 -3.89104 1.43343 -0.116 0.362 -0.137
H 0.35385 -2.57195 2.20669 0.213 -0.098 -0.305
C 1.07023 -2.81465 1.40907 0.168 0.511 0.097
H 2.51437 -2.83721 -1.24416 -0.217 -0.139 -0.082
H 1.46702 -4.29414 -1.22286 -0.050 0.329 0.004
H -0.92553 -4.39876 -0.15853 -0.072 0.220 -0.003
H -1.70458 -3.14158 -1.18191 -0.019 -0.263 0.148
H 1.17678 -2.99034 -2.42153 0.143 -0.183 0.114
H -1.78683 -3.01084 0.60163 0.071 -0.163 -0.111
C -2.28708 -0.06028 -0.01261 -4.478 0.018 0.695
O -3.43673 -0.08298 0.05218 4.024 0.090 -0.492
F -1.53661 0.26119 4.91702 0.955 -0.089 -0.949
C -0.46401 0.20414 4.09964 0.094 0.070 1.979
F 0.30081 1.29661 4.32455 -0.672 -1.128 -0.655
F 0.24624 -0.91139 4.39843 -0.667 1.154 -0.713
S -1.11980 0.15980 2.36695 1.017 0.138 1.586
O -1.83747 -1.09143 2.25387 0.285 0.759 -0.290
O -1.78378 1.42485 2.15809 0.120 -0.840 -0.277
O 0.19375 0.10696 1.56265 -1.096 -0.151 -1.147